DFT (ωB97M-V/def2-TZVPD) results for a molecular structure, C22H27MgN7.

```
57
Properties=species:S:1:pos:R:3:forces:R:3:mulliken_charge:R:1
Mg -0.297 0.309 0.198 -0.2 0.2 0.2 1.7196
C -2.331 -1.202 1.800 0.2 0.1 -0.1 -0.7824
C -1.085 -1.153 2.673 0.1 0.0 -0.2 -0.9482
N 0.140 -1.197 1.825 -0.2 -0.1 0.1 -0.5504
C 0.380 -2.537 1.240 0.0 0.1 -0.1 -1.5304
C -0.136 -2.656 -0.182 0.1 0.2 0.1 1.0440
C -0.423 -3.878 -0.765 0.0 -0.1 0.0 -1.2016
C -0.877 -3.897 -2.074 0.0 0.0 0.0 -0.6146
C -1.052 -2.701 -2.762 0.0 -0.1 -0.1 -1.0145
C -0.747 -1.523 -2.115 0.1 0.2 0.2 0.6608
C -0.906 -0.154 -2.741 0.0 0.0 0.2 -1.4220
N -1.328 0.833 -1.719 -0.1 -0.2 -0.2 -0.4770
C -2.787 0.794 -1.420 0.1 -0.1 0.1 -0.9081
C -3.154 -0.227 -0.342 0.2 0.1 0.0 -0.8872
N -2.305 -0.053 0.862 -0.4 -0.2 0.0 -0.2202
N -0.284 -1.509 -0.854 -0.1 -0.4 -0.2 0.9065
H -3.228 -1.214 2.418 0.0 0.0 0.0 0.5319
H -2.342 -2.120 1.208 0.0 0.0 0.0 0.3438
H -1.104 -1.969 3.397 0.0 -0.1 0.0 0.5014
H -1.066 -0.216 3.234 0.0 0.0 0.0 0.4528
H 0.937 -0.971 2.408 0.0 0.0 0.0 0.3274
H -0.067 -3.320 1.856 0.0 0.0 0.0 0.5171
H 1.455 -2.722 1.234 0.0 0.0 0.0 0.5701
H -0.302 -4.794 -0.203 0.0 0.0 0.0 0.5522
H -1.112 -4.839 -2.553 0.0 0.0 0.0 0.4574
H -1.425 -2.690 -3.778 0.0 0.0 0.0 0.5536
H -1.597 -0.197 -3.585 -0.1 0.0 0.0 0.4710
H 0.063 0.168 -3.129 0.0 0.0 0.0 0.4466
H -1.114 1.756 -2.078 0.0 0.0 0.0 0.3614
H -3.363 0.573 -2.321 0.0 0.0 0.0 0.5141
H -3.080 1.792 -1.096 0.0 0.0 0.0 0.4459
H -2.999 -1.240 -0.712 0.0 0.0 0.0 0.3252
H -4.216 -0.132 -0.111 -0.1 0.0 0.0 0.5829
H -2.641 0.757 1.373 0.0 0.0 0.0 0.2884
C 5.301 -0.987 0.333 0.0 0.0 0.0 -0.4724
C 4.173 -1.551 -0.246 0.0 0.0 0.0 -0.8343
C 2.986 -0.839 -0.274 -0.1 0.0 -0.1 -0.0350
C 2.941 0.448 0.255 -0.1 -0.2 -0.1 -0.0261
C 4.070 1.019 0.834 0.0 0.1 0.1 -0.4954
C 5.246 0.294 0.873 0.0 0.0 0.0 -0.6679
N 1.693 1.138 0.190 0.2 0.2 0.0 0.9697
N 1.796 2.374 0.228 0.0 0.2 0.1 -0.8122
C 0.591 3.125 0.331 -0.2 0.0 0.0 0.2812
C 0.726 4.487 0.153 0.1 0.1 0.0 -0.5624
C -0.392 5.291 0.322 0.0 0.0 0.0 -0.3881
C -1.586 4.696 0.691 0.0 0.1 0.0 -0.9313
C -1.624 3.320 0.844 -0.1 -0.1 0.0 -0.2135
N -0.570 2.528 0.651 0.6 -0.1 0.0 -0.0329
H 6.226 -1.547 0.366 0.0 0.0 0.0 0.4183
H 4.223 -2.542 -0.678 0.0 0.0 0.0 0.4457
H 2.105 -1.248 -0.752 0.1 0.0 0.0 0.5936
H 4.012 2.012 1.260 0.0 0.0 0.0 0.4820
H 6.127 0.729 1.326 0.0 0.0 0.0 0.4153
H 1.697 4.889 -0.100 0.0 0.0 0.0 0.5284
H -0.325 6.363 0.192 0.0 0.0 0.0 0.4444
H -2.476 5.285 0.871 0.0 0.0 0.0 0.4432
H -2.552 2.846 1.143 0.0 0.0 0.0 0.4322
```
Positions in Å, forces in eV/Å.

Output
- F_max: 0.6 eV/A
- Charge: +2

---

DFT (ωB97M-V/def2-TZVPD) results for a gas-phase ion, C22H27N2 (charge +1).

```
51
Properties=species:S:1:pos:R:3:forces:R:3:mulliken_charge:R:1
C -0.089 5.358 2.518 0.0 1.0 0.6 -1.4002
C -0.036 4.100 1.716 1.2 -1.0 1.1 0.7574
C 0.174 2.883 2.398 -0.9 0.1 -0.6 -1.0370
C 0.067 1.662 1.726 0.5 -0.2 0.2 -0.3508
C -0.143 1.598 0.334 0.2 -0.2 0.8 0.2558
C -0.252 0.186 -0.337 -2.4 -1.2 2.3 1.3478
C -1.174 0.063 -1.523 -0.3 -0.4 -0.3 1.0449
C -0.985 -0.993 -2.430 0.1 0.8 0.3 -0.6049
C -1.772 -1.081 -3.569 -0.4 0.2 0.4 -0.8339
C -2.831 -0.190 -3.784 0.9 -0.3 0.7 -0.7355
C -3.057 0.802 -2.829 -0.9 0.0 -0.7 -0.7677
C -2.250 0.939 -1.719 0.3 0.4 0.5 -0.2423
C 0.801 -0.849 -0.305 3.5 -0.2 -1.3 -0.5892
N 1.149 -2.042 0.299 0.4 0.2 0.3 0.6119
C 0.352 -2.936 1.202 0.6 0.1 -0.2 1.2791
C -0.569 -1.996 1.967 -0.6 -0.7 0.2 -1.6725
C 1.321 -3.726 2.121 0.1 -0.1 -0.1 -1.7941
C -0.355 -3.929 0.281 -0.4 0.1 0.3 -1.4430
C 2.499 -2.332 0.011 -0.5 0.8 -0.1 -0.0856
C 2.939 -1.328 -0.778 -0.1 0.3 0.0 -0.9451
N 1.863 -0.501 -0.989 1.6 0.0 0.3 0.2504
C 1.901 0.748 -1.680 1.4 0.8 -1.6 -0.6002
C -0.306 2.843 -0.312 1.0 -1.6 -0.8 0.2487
C -0.083 4.037 0.335 -0.9 0.8 0.1 -1.1768
H -0.497 6.198 1.943 0.3 -0.2 0.0 0.3748
H -0.752 5.268 3.400 0.2 -0.3 -0.5 0.3645
H 0.889 5.669 2.949 -0.4 -0.3 -0.5 0.2988
H 0.315 2.910 3.475 -0.1 -0.1 -0.1 0.4032
H 0.160 0.746 2.342 0.0 0.6 -0.6 0.1258
H -0.578 -0.515 0.445 -2.8 1.7 0.6 -1.2015
H -0.170 -1.698 -2.232 -0.4 0.1 -0.4 0.4369
H -1.563 -1.887 -4.239 -0.1 -0.3 -0.5 0.4474
H -3.444 -0.305 -4.658 -0.2 0.1 -0.2 0.4413
H -3.920 1.470 -2.953 0.5 -0.2 0.1 0.4053
H -2.477 1.766 -1.020 0.3 -0.8 -0.4 0.5754
H -1.366 -1.607 1.305 0.3 -0.3 0.6 0.7108
H -1.071 -2.559 2.749 -0.1 0.0 0.1 0.4893
H -0.009 -1.183 2.435 -0.1 -0.2 -0.1 0.3738
H 1.862 -4.514 1.536 -0.4 0.7 0.5 0.4561
H 2.047 -3.079 2.667 -0.6 -0.4 -0.4 0.4263
H 0.705 -4.267 2.857 0.2 0.2 -0.2 0.4131
H 0.399 -4.486 -0.290 -0.3 0.1 0.0 0.3598
H -0.948 -4.644 0.875 0.2 0.3 -0.3 0.4092
H -1.022 -3.373 -0.392 0.1 -0.3 0.0 0.3594
H 3.104 -3.130 0.445 -0.8 0.3 -0.2 0.4350
H 3.929 -1.021 -1.071 0.0 -0.3 -0.3 0.4613
H 2.030 1.612 -0.993 0.0 -0.7 -0.5 0.2692
H 2.800 0.594 -2.333 -0.9 0.9 0.2 0.3450
H 0.979 0.891 -2.286 0.9 -0.1 0.3 0.3128
H -0.513 2.859 -1.377 0.2 0.0 0.0 0.5879
H -0.054 4.967 -0.232 -0.3 -0.2 0.0 0.4019
```
Positions in Å, forces in eV/Å.

Output
- Energy relative to the best compared isomer or geometry (same formula, charge and spin): 1.302 eV
- F_max: 3.8 eV/A
- SMILES: Cc1ccc([C@@H](c2ccccc2)c2n(C(C)(C)C)cc[n+]2C)cc1
- Charge: +1

---

DFT (ωB97M-V/def2-TZVPD) results for a single C22H27N3O molecule.

```
53
Properties=species:S:1:pos:R:3:forces:R:3:mulliken_charge:R:1
C -0.850 1.810 3.435 -0.2 0.0 -0.3 -1.7400
C -1.088 1.324 2.006 0.1 0.2 0.5 0.1208
N -0.238 0.187 1.707 0.2 0.0 -0.2 0.0128
C -0.722 -1.097 1.535 0.0 -0.2 0.1 -0.9438
C -1.897 -1.531 2.140 0.0 0.1 0.0 -0.7138
C -2.386 -2.805 1.907 0.0 -0.1 -0.1 -0.8810
C -1.708 -3.661 1.062 -0.1 -0.1 0.0 -1.0186
C -0.511 -3.259 0.489 0.0 0.0 0.0 -0.1428
C 0.013 -1.999 0.730 -0.1 0.1 0.0 1.5314
N 1.208 -1.511 0.157 -0.2 0.1 -0.1 0.4224
C 2.329 -1.315 1.062 0.2 -0.2 0.3 -0.7932
C 3.195 -2.570 1.202 0.1 0.3 -0.2 -0.6909
C 3.726 -2.979 -0.168 -0.2 -0.2 0.1 -0.8140
C 2.548 -3.235 -1.103 0.0 0.2 0.0 -0.4499
C 1.626 -2.009 -1.138 0.0 -0.1 -0.3 -1.0112
C -0.752 2.442 1.009 -0.2 -0.2 0.0 0.1993
O -0.133 3.432 1.345 0.1 0.1 0.1 -0.7008
N -1.146 2.219 -0.274 0.1 0.1 0.0 0.2827
C -1.951 1.083 -0.725 -0.4 -0.6 0.2 0.0964
C -2.092 1.236 -2.248 0.0 0.0 0.0 -0.7956
C -1.432 2.553 -2.527 0.0 0.1 0.2 0.6148
C -1.309 3.227 -3.722 0.0 0.0 0.1 -0.6111
C -0.638 4.442 -3.737 0.0 0.1 -0.1 -0.5142
C -0.103 4.959 -2.570 0.0 0.0 -0.1 -0.5998
C -0.221 4.288 -1.362 0.1 0.1 0.2 -0.7924
C -0.894 3.078 -1.353 0.0 0.2 -0.5 0.1838
H -1.529 2.625 3.673 0.0 0.1 0.1 0.3969
H -1.006 0.992 4.133 0.0 -0.1 0.0 0.4392
H 0.169 2.172 3.532 0.0 0.0 0.0 0.3076
H -2.142 1.045 1.887 0.1 0.0 -0.1 0.5180
H 0.540 0.397 1.097 -0.1 -0.1 -0.1 0.4242
H -2.442 -0.867 2.793 0.0 0.1 0.1 0.5025
H -3.303 -3.120 2.382 -0.1 0.0 0.0 0.3941
H -2.094 -4.649 0.858 0.0 -0.1 0.0 0.4072
H 0.012 -3.944 -0.159 0.1 0.0 -0.1 0.2755
H 1.947 -1.020 2.041 0.0 0.1 -0.1 0.4819
H 2.946 -0.499 0.664 0.0 0.0 0.1 0.4211
H 2.590 -3.378 1.621 0.0 0.0 0.1 0.2948
H 4.018 -2.367 1.889 0.0 0.0 0.1 0.3453
H 4.345 -3.874 -0.087 0.1 0.1 0.0 0.3869
H 4.346 -2.174 -0.570 0.1 0.0 0.0 0.3152
H 2.900 -3.442 -2.116 0.0 0.0 0.0 0.4071
H 2.003 -4.112 -0.752 0.0 -0.1 0.0 0.2137
H 0.732 -2.220 -1.730 0.1 0.1 0.0 0.4798
H 2.169 -1.188 -1.626 0.0 -0.1 -0.1 0.4562
H -1.468 0.140 -0.467 -0.1 0.1 0.0 -0.3503
H -2.931 1.112 -0.236 0.1 -0.1 0.0 0.2301
H -3.136 1.235 -2.562 0.0 -0.1 0.0 0.3719
H -1.584 0.427 -2.778 0.0 0.0 0.0 0.3175
H -1.729 2.815 -4.628 0.0 0.0 -0.1 0.4308
H -0.534 4.985 -4.665 0.0 0.1 -0.1 0.3831
H 0.417 5.905 -2.595 0.0 0.1 0.0 0.3963
H 0.194 4.694 -0.456 0.0 0.0 0.0 0.5023
```
Positions in Å, forces in eV/Å.

Output
- Energy relative to the best compared isomer or geometry (same formula, charge and spin): 0.700 eV
- F_max: 0.7 eV/A
- SMILES: C[C@H](Nc1ccccc1N1CCCCC1)C(=O)N1CCc2ccccc21
- Charge: 0

---

DFT (ωB97M-V/def2-TZVPD) results for a single C22H27N3O3 molecule.

```
55
Properties=species:S:1:pos:R:3:forces:R:3:mulliken_charge:R:1
C -1.777 -5.003 0.553 0.0 -0.1 0.2 -0.8456
O -1.917 -4.116 -0.530 -0.1 0.3 -0.2 -0.4569
C -2.243 -2.818 -0.270 0.0 0.1 -0.1 0.7834
C -2.400 -1.993 -1.383 0.1 -0.2 0.0 -0.9188
C -2.719 -0.660 -1.231 0.0 -0.1 0.2 0.3546
C -2.886 -0.102 0.035 0.1 0.0 0.2 -0.2217
C -3.207 1.360 0.258 0.1 0.1 -0.1 -0.1904
C -2.491 2.270 -0.776 -0.3 0.0 0.4 -1.4885
N -1.089 1.940 -0.850 -0.1 -0.2 -0.2 -0.0709
C -0.184 2.460 0.016 0.1 -0.1 -0.3 0.4399
O -0.421 3.418 0.728 0.0 0.2 0.2 -0.6758
C 1.144 1.782 -0.015 0.2 -0.1 0.1 0.5933
C 2.300 2.544 0.123 -0.2 -0.1 0.0 -0.9429
C 3.546 1.954 0.122 0.1 0.1 0.0 -0.5818
C 3.666 0.569 -0.001 -0.4 0.2 -0.1 0.8520
N 4.919 -0.051 0.013 -0.1 -0.2 0.2 0.1221
C 5.061 -1.469 0.294 0.0 -0.3 0.0 -0.7479
C 6.546 -1.631 0.617 0.0 0.0 -0.1 -0.7094
C 7.191 -0.531 -0.216 0.0 0.0 0.1 -0.6650
C 6.111 0.536 -0.316 0.5 0.0 -0.1 0.4875
O 6.283 1.682 -0.651 0.0 0.3 -0.1 -0.6433
C 2.506 -0.201 -0.111 0.2 -0.1 0.0 -0.5181
C 1.262 0.400 -0.121 -0.1 0.2 0.0 -0.7342
N -4.646 1.553 0.372 0.0 0.0 0.1 0.0295
C -5.416 1.209 -0.802 0.0 0.0 0.1 -0.8953
C -5.017 2.852 0.888 0.0 -0.1 0.0 -1.0520
C -2.735 -0.934 1.134 0.0 0.1 -0.2 -0.9563
C -2.420 -2.275 0.997 0.1 -0.4 0.0 -0.6312
H -1.536 -5.969 0.113 0.0 0.0 0.1 0.2475
H -2.707 -5.088 1.125 0.0 0.0 0.0 0.3406
H -0.966 -4.698 1.221 0.0 0.0 0.0 0.3304
H -2.267 -2.424 -2.363 0.0 -0.1 -0.1 0.4490
H -2.840 -0.056 -2.118 0.0 0.1 -0.1 0.4303
H -2.794 1.632 1.238 0.0 0.0 -0.1 0.7929
H -2.560 3.308 -0.446 -0.1 -0.1 -0.1 0.4753
H -2.934 2.176 -1.769 0.0 0.1 0.0 0.3546
H -0.849 1.094 -1.341 0.1 0.1 0.1 0.2924
H 2.204 3.614 0.232 0.0 0.1 0.0 0.4394
H 4.431 2.560 0.212 0.0 0.0 0.0 0.4298
H 4.418 -1.756 1.129 0.0 0.0 -0.1 0.4762
H 4.786 -2.063 -0.587 -0.1 0.0 0.1 0.3109
H 6.913 -2.626 0.372 0.0 0.0 0.0 0.3542
H 6.720 -1.448 1.678 0.0 0.0 0.0 0.2989
H 8.099 -0.118 0.217 0.0 0.1 -0.1 0.3530
H 7.421 -0.871 -1.228 0.0 0.0 0.0 0.2536
H 2.565 -1.274 -0.198 0.0 -0.1 0.0 0.4414
H 0.382 -0.226 -0.181 -0.1 -0.1 0.0 0.3202
H -5.292 1.920 -1.633 0.0 0.0 -0.1 0.3170
H -5.141 0.212 -1.139 -0.1 0.0 -0.1 0.2380
H -6.471 1.197 -0.525 -0.1 0.0 -0.1 0.3947
H -6.063 2.816 1.193 0.0 0.1 0.0 0.3821
H -4.901 3.663 0.153 0.0 0.1 0.0 0.3583
H -4.410 3.085 1.761 0.0 0.1 0.1 0.3355
H -2.865 -0.525 2.125 0.0 0.1 0.1 0.4320
H -2.312 -2.880 1.883 0.0 -0.1 0.1 0.4353
```
Positions in Å, forces in eV/Å.

Output
- Energy relative to the best compared isomer or geometry (same formula, charge and spin): 2.514 eV
- F_max: 0.5 eV/A
- SMILES: COc1ccc([C@@H](CNC(=O)c2ccc(N3CCCC3=O)cc2)N(C)C)cc1
- Charge: 0

---

It is found that the HOMO level values, taken in the order of the records, are -14.64 -11.51 -7.60 -8.18 eV.